Record 1
DFT (wB97M-V/def2-TZVPD) results for the ion C2H7ClO3P with charge +1 at a distorted geometry.

Properties
- total energy (eV) = -30136.6157
- HOMO level (eV) = -16.7
- E_LUMO (eV) = -3.300
- ΔE to the lowest compared entry with this formula, charge and spin (kJ/mol) = 0.0
- charge = +1

CARTESIAN COORDINATES (ANGSTROEM)
Cl (2.610, 0.299, -0.556)
P (0.914, -0.213, 0.232)
O (0.078, 1.024, 0.700)
O (0.203, -1.071, -0.844)
O (1.072, -1.079, 1.511)
C (-1.026, -1.791, -0.582)
C (-0.236, 2.141, -0.154)
H (1.319, -0.666, 2.345)
H (-1.033, 2.682, 0.354)
H (0.636, 2.785, -0.261)
H (-0.575, 1.807, -1.133)
H (-0.842, -2.596, 0.128)
H (-1.329, -2.202, -1.543)
H (-1.794, -1.121, -0.197)

***

Record 2
DFT (wB97M-V/def2-TZVPD) results for a cluster of 2 separate species, C3H10N2O in total at a distorted geometry.

Properties
- total energy (eV) = -8300.0370
- HOMO level (eV) = -9.0
- E_LUMO (eV) = 0.701
- ΔE to the lowest compared entry with this formula, charge and spin (kJ/mol) = 141.5
- charge = 0
- structure (SMILES) = CC/N=C\N.O

CARTESIAN COORDINATES (ANGSTROEM)
O (1.277, -1.423, -2.099)
N (0.291, 1.323, 0.310)
N (0.583, -0.742, 1.559)
C (-1.956, 0.052, 0.001)
C (0.771, 0.575, 1.205)
C (-0.878, 1.016, -0.538)
H (1.226, -1.258, 2.128)
H (0.457, -1.464, -1.591)
H (-1.358, 1.991, -0.600)
H (-0.485, 0.685, -1.491)
H (1.885, -1.145, -1.410)
H (-0.115, -1.327, 1.130)
H (-2.126, -0.746, -0.722)
H (1.517, 1.014, 1.865)
H (-1.725, -0.377, 0.967)
H (-2.903, 0.544, 0.164)

***

Record 3
DFT (wB97M-V/def2-TZVPD) results for a cluster of 3 separate species, C4H10NO2 in total at a distorted geometry.

Properties
- total energy (eV) = -9883.5895
- HOMO level (alpha / beta) (eV) = -12.9 / -12.9
- E_LUMO (alpha / beta) (eV) = -4.105 / -4.103
- ΔE to the lowest compared entry with this formula, charge and spin (kJ/mol) = 578.8
- charge = +1

CARTESIAN COORDINATES (ANGSTROEM)
O (-1.731, -1.070, 0.282)
O (2.661, 0.340, -0.238)
N (1.469, -1.795, -0.146)
C (-1.725, 0.176, -0.017)
C (0.309, 1.116, 0.345)
C (-2.543, 1.072, -0.508)
C (1.894, 1.206, 0.171)
H (2.377, 2.098, 0.521)
H (-2.676, -1.275, 0.378)
H (-3.488, 0.763, -1.015)
H (-0.231, 2.054, 0.181)
H (1.581, -2.264, 0.820)
H (0.519, -1.429, -0.368)
H (-2.245, 2.048, -0.684)
H (2.130, -1.041, -0.385)
H (1.511, -2.697, -0.729)
H (0.189, 0.698, 1.393)

***

Record 4
DFT (wB97M-V/def2-TZVPD) results for the molecule C4H10FN3 at a distorted geometry.

Properties
- total energy (eV) = -11493.3056
- HOMO level (eV) = -9.0
- E_LUMO (eV) = 0.634
- ΔE to the lowest compared entry with this formula, charge and spin (kJ/mol) = 450.7
- charge = 0
- structure (SMILES) = [H]/N=C(\NC)[C@H](F)CN

CARTESIAN COORDINATES (ANGSTROEM)
F (-1.416, -1.483, 0.717)
N (2.301, -0.849, 0.865)
N (1.070, 0.753, -0.940)
N (-1.345, 0.864, -0.898)
C (-1.423, 2.474, -1.068)
C (-0.029, 0.285, -0.433)
C (0.002, -1.035, 0.320)
C (0.992, -1.058, 1.477)
H (0.762, 1.327, -1.811)
H (2.525, -2.090, 0.922)
H (0.593, -0.243, 2.060)
H (0.445, -1.645, -0.551)
H (2.278, -0.355, -0.142)
H (-2.412, 2.977, -0.747)
H (-0.434, 2.814, -0.327)
H (1.151, -2.093, 1.834)
H (-1.361, 2.644, -2.118)
H (-2.243, 0.640, -0.539)

***

Record 5
DFT (wB97M-V/def2-TZVPD) results for the ion C3H8N3 with charge +1 at a distorted geometry.

Properties
- total energy (eV) = -7698.6467
- HOMO level (alpha / beta) (eV) = -11.8 / -11.8
- E_LUMO (alpha / beta) (eV) = -5.985 / -5.986
- ΔE to the lowest compared entry with this formula, charge and spin (kJ/mol) = 639.9
- charge = +1

CARTESIAN COORDINATES (ANGSTROEM)
N (0.240, -0.152, -1.075)
N (0.355, 0.161, 2.176)
N (-0.618, -0.073, 1.267)
C (1.461, -0.113, -1.503)
C (-0.219, 1.327, 1.598)
C (-0.260, -0.956, 0.071)
H (2.105, -0.943, -1.249)
H (-1.639, -0.254, 1.637)
H (-1.067, -1.557, -0.161)
H (0.647, -1.444, 0.438)
H (-0.906, 1.963, 2.070)
H (-0.415, 0.322, -1.633)
H (1.726, 0.774, -2.097)
H (0.481, 1.799, 0.893)

***

Record 6
DFT (wB97M-V/def2-TZVPD) results for a structure of composition C14H21ClCsI2N2O2SSeSi at a distorted geometry.

Properties
- total energy (eV) = -135270.4012
- HOMO level (eV) = -4.0
- E_LUMO (eV) = 1.998
- ΔE to the lowest compared entry with this formula, charge and spin (kJ/mol) = 0.0
- charge = -1

CARTESIAN COORDINATES (ANGSTROEM)
Cs (0.583, -0.138, -1.424)
I (-1.143, 1.686, 1.252)
I (0.948, 3.340, 3.552)
Se (1.890, 2.736, -1.714)
Cl (-7.133, -3.434, -0.098)
S (2.092, -0.605, 2.897)
Si (3.569, 2.602, -3.165)
O (-0.694, -1.619, 0.197)
O (-0.892, -2.111, -1.949)
N (-0.401, -1.585, 2.974)
N (0.226, -0.483, 4.775)
C (-4.670, -3.804, -1.139)
C (2.861, 2.407, -4.922)
C (4.665, 1.083, -2.809)
C (-5.447, -3.056, -0.271)
C (-1.171, -0.747, 5.033)
C (-1.333, -2.038, -0.792)
C (0.596, -0.878, 3.532)
C (-1.625, -1.457, 3.738)
C (0.786, 2.516, 1.599)
C (4.649, 4.166, -3.064)
C (-2.778, -2.431, -0.573)
C (-3.334, -3.480, -1.290)
C (-4.916, -1.988, 0.434)
C (-3.575, -1.683, 0.280)
H (-5.543, -1.399, 1.088)
H (5.586, 1.137, -3.380)
H (0.738, 0.232, 5.263)
H (2.199, 3.235, -5.158)
H (1.520, 1.721, 1.519)
H (-2.365, -0.857, 3.195)
H (-3.141, -0.842, 0.803)
H (-1.734, 0.177, 5.202)
H (3.651, 2.377, -5.665)
H (4.044, 5.051, -3.227)
H (-1.278, -1.388, 5.916)
H (4.152, 0.161, -3.075)
H (5.446, 4.152, -3.800)
H (0.964, 3.302, 0.875)
H (-5.101, -4.621, -1.697)
H (4.924, 1.034, -1.756)
H (-0.443, -1.739, 1.965)
H (5.096, 4.250, -2.079)
H (-2.705, -4.024, -1.977)
H (-2.048, -2.447, 3.934)
H (2.286, 1.488, -5.000)

***

Record 7
DFT (wB97M-V/def2-TZVPD) results for a structure of composition C24H28As2Cl2N4O2SZn at a distorted geometry.

Properties
- total energy (eV) = -241375.8256
- HOMO level (eV) = -6.7
- E_LUMO (eV) = -0.057
- ΔE to the lowest compared entry with this formula, charge and spin (kJ/mol) = 0.0
- charge = 0

CARTESIAN COORDINATES (ANGSTROEM)
As (-1.964, -2.192, 2.614)
As (2.122, 0.517, -2.012)
Zn (-0.052, 0.467, -0.137)
Cl (-2.524, 6.652, 0.937)
Cl (-3.964, 5.741, -1.683)
S (-2.107, -0.573, 1.311)
O (0.734, 3.197, 2.754)
O (-2.425, 1.170, -3.322)
N (-0.011, 2.162, 0.809)
N (-0.530, -1.162, -1.412)
N (-1.218, 1.390, -1.354)
N (1.429, 0.027, 1.304)
C (0.684, 2.284, 1.937)
C (-0.261, -3.145, 2.815)
C (3.361, -0.994, 2.254)
C (3.157, -1.060, -2.670)
C (-1.582, -2.915, -3.283)
C (-2.800, 4.710, -0.927)
C (-1.719, 0.753, -2.409)
C (-3.221, -3.633, 2.172)
C (-1.214, 4.305, 0.840)
C (-2.155, 5.120, 0.235)
C (-2.431, -1.658, 4.435)
C (2.298, -0.974, 1.371)
C (-1.556, 2.649, -0.913)
C (-2.503, 3.484, -1.497)
C (1.450, 1.121, -3.750)
C (-0.791, -3.382, -2.241)
C (-0.285, -2.463, -1.344)
C (3.511, 0.073, 3.135)
C (3.663, 1.744, -1.848)
C (2.610, 1.117, 3.062)
C (-0.904, 3.067, 0.285)
C (-1.853, -1.565, -3.347)
C (1.588, 1.078, 2.112)
C (-1.318, -0.707, -2.388)
H (4.049, -1.824, 2.240)
H (-3.004, 3.168, -2.398)
H (0.013, -3.622, 1.874)
H (0.526, -2.454, 3.113)
H (-2.959, -4.062, 1.203)
H (-3.189, -4.411, 2.934)
H (2.258, 1.310, -4.460)
H (-2.481, -1.126, -4.106)
H (4.328, 0.094, 3.842)
H (-4.230, -3.225, 2.109)
H (-1.987, -3.594, -4.019)
H (4.215, 1.840, -2.784)
H (-2.479, -2.517, 5.104)
H (0.775, 0.373, -4.167)
H (-3.397, -1.148, 4.412)
H (2.137, -1.786, 0.670)
H (-0.382, -3.908, 3.580)
H (-0.584, -4.435, -2.122)
H (3.644, -0.854, -3.624)
H (-1.684, -0.948, 4.795)
H (0.883, 2.039, -3.608)
H (2.674, 1.985, 3.699)
H (3.296, 2.725, -1.548)
H (4.338, 1.377, -1.073)
H (2.478, -1.904, -2.799)
H (0.341, -2.778, -0.519)
H (-0.716, 4.619, 1.744)
H (3.919, -1.338, -1.939)

***

Record 8
DFT (wB97M-V/def2-TZVPD) results for a cluster of 3 separate species, C19H39BrO11P2 in total at a distorted geometry.

Properties
- total energy (eV) = -131475.7690
- HOMO level (eV) = -10.1
- E_LUMO (eV) = -0.849
- charge = 0
- structure (SMILES) = C#CCOC(=O)O[C@H](Br)CC.CCOP(=O)(OCC)OCC.CCOP(=O)(OCC)OCC

CARTESIAN COORDINATES (ANGSTROEM)
Br (-3.763, -0.961, -5.764)
P (5.240, -1.745, 1.699)
P (-3.132, 0.528, 1.717)
O (-3.053, 0.777, 3.355)
O (6.048, -0.442, 1.081)
O (6.539, -2.724, 1.379)
O (-5.461, 1.314, -6.136)
O (-5.373, 3.397, -5.409)
O (-2.159, -0.797, 1.781)
O (3.872, -1.117, 1.699)
O (5.637, -1.591, 3.291)
O (-4.626, 1.782, -4.031)
O (-4.609, -0.198, 1.883)
O (-3.210, 0.737, 0.228)
C (4.913, -2.355, 4.254)
C (-3.154, -1.388, 4.538)
C (-3.352, 2.813, -7.808)
C (7.899, -2.290, 1.275)
C (5.316, -3.818, 4.221)
C (-0.793, -0.663, 1.387)
C (-4.164, 2.816, -3.167)
C (-2.792, 3.325, -3.531)
C (-5.153, 2.252, -5.174)
C (0.020, 0.073, 2.435)
C (8.527, -1.906, 2.596)
C (5.031, 1.695, 0.631)
C (-1.681, 3.513, -3.931)
C (-3.729, -0.002, 4.345)
C (-4.323, 0.683, -6.698)
C (5.446, 0.355, 0.058)
C (-5.723, 0.260, 1.114)
C (-3.085, 1.585, -6.862)
C (-6.059, -0.755, 0.041)
H (4.385, 1.572, 1.501)
H (4.596, -0.157, -0.394)
H (8.342, -2.667, 3.354)
H (-0.325, 1.106, 2.543)
H (-5.190, -0.983, -0.577)
H (-6.378, -1.695, 0.496)
H (-5.526, 1.240, 0.678)
H (8.443, -3.150, 0.874)
H (8.130, -0.961, 2.965)
H (6.396, -3.924, 4.334)
H (-2.069, -1.351, 4.639)
H (-0.756, 3.710, -4.443)
H (5.047, -4.277, 3.265)
H (-2.605, 1.876, -5.912)
H (-4.626, 0.371, -7.711)
H (-2.330, 0.973, -7.394)
H (-3.390, -2.037, 3.695)
H (-0.085, -0.403, 3.411)
H (-3.575, -1.844, 5.436)
H (4.821, -4.371, 5.020)
H (-2.704, 3.669, -7.573)
H (-4.863, 3.653, -3.036)
H (-3.605, 0.552, 5.279)
H (-0.401, -1.673, 1.257)
H (-4.802, -0.035, 4.165)
H (-6.570, 0.372, 1.796)
H (1.076, 0.089, 2.162)
H (4.504, 2.292, -0.117)
H (6.193, 0.503, -0.726)
H (-4.046, 2.353, -2.168)
H (9.606, -1.788, 2.474)
H (-6.862, -0.391, -0.603)
H (-4.423, 3.079, -7.772)
H (5.142, -1.930, 5.232)
H (8.011, -1.502, 0.533)
H (5.909, 2.252, 0.964)
H (-0.729, -0.158, 0.420)
H (3.838, -2.244, 4.090)
H (-3.171, 2.489, -8.852)

***

Record 9
DFT (wB97M-V/def2-TZVPD) results for the molecule C2H5N5S at a distorted geometry.

Properties
- total energy (eV) = -20439.3656
- HOMO level (eV) = -9.0
- E_LUMO (eV) = 0.604
- ΔE to the lowest compared entry with this formula, charge and spin (kJ/mol) = 23.4
- charge = 0
- structure (SMILES) = [H]/N=c1/[nH]/c(=N\[H])[nH]n1S

CARTESIAN COORDINATES (ANGSTROEM)
S (0.945, 2.195, -1.174)
N (0.070, -1.036, 0.685)
N (0.372, 0.622, -0.827)
N (2.243, -0.625, -0.010)
N (-0.923, 0.705, -0.251)
N (-2.389, -1.014, 0.468)
C (1.028, -0.329, -0.053)
C (-1.192, -0.577, 0.405)
H (0.652, 2.919, -0.046)
H (-1.632, 0.848, -0.955)
H (-2.374, -1.945, 0.919)
H (2.923, 0.016, -0.460)
H (0.276, -1.779, 1.301)

***

Record 10
DFT (wB97M-V/def2-TZVPD) results for a structure of composition C3H8N2OS at a distorted geometry.

Properties
- total energy (eV) = -19093.3586
- HOMO level (eV) = -7.7
- E_LUMO (eV) = -3.940
- ΔE to the lowest compared entry with this formula, charge and spin (kJ/mol) = 1075.2
- charge = 0

CARTESIAN COORDINATES (ANGSTROEM)
S (2.317, -1.504, -0.448)
O (-2.234, -0.082, 1.056)
N (-0.246, 2.750, -0.582)
N (-0.844, -1.022, -0.536)
C (0.024, 0.542, 1.070)
C (-0.953, 1.601, -0.029)
C (-1.169, -0.018, 0.387)
H (0.842, -0.179, 0.940)
H (0.753, 2.518, -0.530)
H (0.083, -1.445, -0.563)
H (-0.490, 1.624, -1.161)
H (-0.161, 0.942, 2.056)
H (2.502, -2.625, -1.142)
H (-1.962, 2.009, -0.064)
H (-1.633, -1.617, -0.743)

***

Record 11
DFT (wB97M-V/def2-TZVPD) results for a cluster of 2 separate species, C5H13ISi in total at a distorted geometry.

Properties
- total energy (eV) = -21371.0214
- HOMO level (eV) = -7.2
- E_LUMO (eV) = 0.279
- ΔE to the lowest compared entry with this formula, charge and spin (kJ/mol) = 349.1
- charge = 0

CARTESIAN COORDINATES (ANGSTROEM)
I (-2.822, 0.626, -1.650)
Si (0.777, -0.186, -0.401)
C (1.285, 0.621, -2.011)
C (1.678, 0.022, 1.304)
C (-2.263, 0.698, 1.610)
C (0.583, -2.099, -0.702)
C (-1.760, 1.229, 0.165)
H (-0.494, -2.427, -1.062)
H (1.381, -2.649, -1.281)
H (-2.643, -0.279, 1.453)
H (-1.418, 0.799, 2.293)
H (1.483, 0.949, 1.767)
H (-1.283, 2.116, -0.081)
H (1.074, -0.010, -2.980)
H (0.645, 1.519, -1.993)
H (-3.039, 1.388, 1.899)
H (0.716, -2.435, 0.351)
H (1.006, -0.578, 1.957)
H (2.369, 0.982, -2.002)
H (2.725, -0.285, 1.364)

***

Record 12
DFT (wB97M-V/def2-TZVPD) results for a structure of composition C24H46BaN3O6P2S2 at a distorted geometry.

Properties
- total energy (eV) = -83331.6094
- HOMO level (alpha / beta) (eV) = -8.7 / -8.7
- E_LUMO (alpha / beta) (eV) = -2.287 / -2.269
- ΔE to the lowest compared entry with this formula, charge and spin (kJ/mol) = 170.6
- charge = +1

CARTESIAN COORDINATES (ANGSTROEM)
Ba (-1.076, -0.356, -0.546)
S (-4.172, -1.501, -1.795)
S (-6.309, 0.536, -1.519)
P (0.118, -0.589, 2.900)
P (2.183, 0.402, 0.860)
O (-0.212, -0.007, 4.254)
O (0.146, -2.134, 2.862)
O (3.496, 1.261, 0.935)
O (2.603, -1.007, 0.265)
O (-0.910, 0.071, 1.969)
O (0.981, 0.868, -0.014)
N (-3.889, 0.793, -0.428)
N (-0.200, -0.134, -4.305)
N (-0.517, -1.325, -3.542)
C (-4.684, -0.086, -1.123)
C (-5.813, 2.050, -0.973)
C (4.785, 3.027, 0.320)
C (-4.647, 4.403, -0.001)
C (-1.351, -4.197, 3.545)
C (-3.880, 3.262, -0.052)
C (3.902, -3.102, 0.239)
C (-0.606, -0.296, 5.605)
C (-0.149, 1.306, -6.125)
C (-1.771, -0.639, -6.179)
C (3.324, 2.712, 0.536)
C (-5.991, 4.396, -0.380)
C (0.477, -1.063, 6.349)
C (-6.569, 3.207, -0.850)
C (2.587, 3.540, 1.521)
C (3.961, -1.570, -0.070)
C (-0.875, -3.381, 2.365)
C (-4.477, 2.025, -0.410)
C (0.011, -4.036, 1.403)
C (-0.368, -0.171, -5.734)
C (0.659, -1.031, -6.550)
C (4.088, -1.268, -1.571)
C (-0.887, 1.081, 6.149)
C (1.814, 0.065, 2.560)
H (2.856, -3.416, 0.342)
H (2.910, 4.640, 1.473)
H (0.837, 1.616, -5.719)
H (-1.921, 1.394, 5.953)
H (4.233, -0.243, -1.851)
H (-4.115, 5.326, 0.274)
H (1.454, -0.787, 5.966)
H (5.065, 2.547, -0.612)
H (0.195, -2.005, -3.782)
H (-1.662, -2.767, 1.945)
H (0.315, -2.141, 6.128)
H (-0.731, 1.042, 7.233)
H (-0.797, 0.647, -3.959)
H (-0.054, 1.487, -7.201)
H (-0.502, -4.762, 3.905)
H (-7.610, 3.196, -1.053)
H (0.479, -2.136, -6.313)
H (0.494, -0.878, 7.432)
H (1.557, 3.533, 1.247)
H (0.449, -0.794, -7.610)
H (-0.932, 1.984, -5.737)
H (2.751, 3.234, 2.571)
H (4.774, -1.118, 0.474)
H (0.718, -3.292, 0.954)
H (-2.500, -0.504, -5.374)
H (-1.508, -0.921, 5.573)
H (4.561, -3.398, 1.101)
H (4.875, -1.955, -2.010)
H (2.700, -0.436, 3.019)
H (4.330, -3.594, -0.632)
H (-2.836, 3.215, 0.228)
H (-6.596, 5.250, -0.300)
H (3.145, -1.668, -1.998)
H (-0.592, -4.506, 0.601)
H (2.814, 2.705, -0.441)
H (-1.866, -1.726, -6.296)
H (5.472, 2.715, 1.129)
H (4.927, 4.100, 0.239)
H (-0.232, 1.810, 5.634)
H (-2.202, -4.809, 3.258)
H (-1.713, -3.462, 4.304)
H (0.649, -4.811, 1.897)
H (-2.105, -0.171, -7.128)
H (1.723, -0.724, -6.422)
H (1.782, 1.124, 3.031)
H (-1.369, -1.659, -3.942)

***

Question: Which formula does entry 8 have?
Answer: C19H39BrO11P2